Record 1
A cluster of 2 separate species, C4H4N2 in total, computed with ωB97M-V/def2-TZVPD.

The SMILES is C1=C=NC=NC=1.[H][H]. The HOMO energy comes out at -10.1 eV. As for the HOMO-LUMO gap: 0.3618 hartree. As for the LUMO energy: -0.3 eV. For the calculated total energy, the calculation gives -264.16367 a.u.

Structure (ORCA input):
```
! wB97M-V def2-TZVPD RIJCOSX def2/J DEFGRID3
* xyz 0 1
C 0.134 -0.762 0.149
C -0.878 0.009 0.246
N -1.368 1.167 0.246
C -0.270 1.976 0.039
N 0.958 1.522 -0.111
C 1.171 0.191 -0.060
H -0.657 -3.186 -0.077
H -0.936 -3.859 -0.223
H -0.463 3.043 0.003
H 2.205 -0.124 -0.189
*
```


Record 2
A cluster of 2 separate species, C36H57N3OP in total in a non-equilibrium geometry, computed with ωB97M-V/def2-TZVPD.

The HOMO energy comes out at -9.8 eV. As for the HOMO-LUMO gap: 0.1824 hartree. As for the LUMO energy: -4.8 eV. For the calculated total energy, the calculation gives -1986.55583 a.u.

Structure (ORCA input):
```
! wB97M-V def2-TZVPD RIJCOSX def2/J DEFGRID3
* xyz 1 1
C -6.161 -2.592 1.174
C -4.722 -2.236 1.555
C -4.080 -1.253 0.566
C -2.593 -0.942 0.840
P -2.321 -0.191 2.491
C -0.541 -0.031 2.945
C -0.156 -0.905 4.165
C -0.837 -0.552 5.496
C -0.324 -1.397 6.668
C -2.896 1.552 2.251
C -2.998 2.392 3.536
C -3.297 3.883 3.286
C -2.216 4.613 2.497
H -6.542 -3.359 1.855
H -6.818 -1.719 1.245
H -6.221 -2.983 0.151
H -4.701 -1.788 2.560
H -4.120 -3.155 1.607
H -4.166 -1.668 -0.451
H -4.658 -0.313 0.580
H -1.977 -1.860 0.778
H -2.249 -0.225 0.085
H 0.060 -0.329 2.071
H -0.332 1.032 3.144
H -0.384 -1.958 3.937
H 0.934 -0.839 4.308
H -0.677 0.512 5.723
H -1.923 -0.692 5.394
H -0.786 -1.059 7.601
H -0.570 -2.456 6.538
H 0.762 -1.311 6.778
H -2.234 2.029 1.511
H -3.900 1.482 1.799
H -3.811 1.990 4.159
H -2.070 2.313 4.125
H -4.259 3.977 2.766
H -3.427 4.369 4.261
H -2.458 5.675 2.404
H -1.245 4.532 2.996
H -2.116 4.204 1.488
C 6.719 -1.867 -2.252
N 5.443 -2.077 -1.609
C 5.235 -3.163 -0.810
O 6.048 -4.057 -0.587
C 3.822 -3.045 -0.252
C 3.814 -2.760 1.251
C 4.399 -3.887 2.065
C 3.616 -5.004 2.367
C 4.182 -6.085 3.053
C 5.528 -6.046 3.439
C 6.296 -4.905 3.171
C 5.726 -3.820 2.503
N 3.266 -1.916 -1.011
C 1.978 -1.554 -0.825
C 1.369 -0.459 -1.433
C 0.051 -0.015 -1.274
C -0.519 1.012 -2.117
C -1.912 1.335 -2.172
C -2.403 2.351 -2.974
C -1.535 3.094 -3.815
N -2.010 4.152 -4.595
C -1.885 5.534 -4.170
C -2.413 4.000 -5.982
C -0.169 2.750 -3.840
C 0.318 1.747 -3.022
C 4.272 -1.248 -1.873
C 4.555 0.196 -1.442
C 3.918 -1.324 -3.366
H 7.437 -2.578 -1.835
H 6.648 -2.027 -3.335
H 7.075 -0.847 -2.072
H 3.266 -3.973 -0.476
H 4.391 -1.832 1.408
H 2.772 -2.574 1.547
H 2.570 -5.021 2.052
H 3.567 -6.957 3.281
H 5.976 -6.897 3.955
H 7.343 -4.857 3.475
H 6.311 -2.922 2.294
H 1.429 -2.214 -0.154
H 2.013 0.078 -2.117
H -0.580 -0.524 -0.547
H -2.615 0.752 -1.580
H -3.468 2.597 -2.995
H -1.532 5.575 -3.133
H -1.184 6.081 -4.817
H -2.866 6.019 -4.243
H -2.434 2.937 -6.250
H -3.413 4.433 -6.114
H -1.722 4.533 -6.651
H 0.501 3.274 -4.527
H 1.378 1.532 -3.093
H 4.929 0.202 -0.409
H 5.317 0.621 -2.108
H 3.656 0.811 -1.498
H 3.884 -2.376 -3.677
H 2.952 -0.860 -3.574
H 4.691 -0.805 -3.948
*
```


Record 3
A structure of composition C11H8CaN3O6, computed with ωB97M-V/def2-TZVPD.

The HOMO energy comes out at -6.1 eV. As for the HOMO-LUMO gap: 0.3226 hartree. As for the LUMO energy: 2.7 eV. For the calculated total energy, the calculation gives -1717.48310 a.u.

Structure (ORCA input):
```
! wB97M-V def2-TZVPD RIJCOSX def2/J DEFGRID3
* xyz -1 1
Ca 1.158 -0.961 0.194
O -2.734 -1.704 1.453
C -1.730 -1.156 1.035
O -0.527 -1.307 1.480
C -1.894 -0.098 -0.096
C -1.127 1.206 0.194
C -1.763 2.370 -0.563
C -1.313 2.074 -2.013
C -0.489 0.801 -1.832
O 0.129 1.039 -0.530
C -1.384 -0.415 -1.566
C -0.673 -1.778 -1.828
O -1.370 -2.737 -2.105
O 0.618 -1.753 -1.751
H -2.963 0.104 -0.137
H -0.908 1.380 1.244
H -1.368 3.323 -0.211
H -2.845 2.380 -0.443
H -0.688 2.878 -2.402
H -2.147 1.924 -2.699
H 0.288 0.625 -2.569
H -2.245 -0.414 -2.233
O 2.701 0.438 1.334
N 3.428 0.262 2.358
C 3.770 -0.996 2.625
C 4.585 -1.277 3.760
N 5.251 -1.508 4.669
C 3.336 -2.023 1.738
N 2.901 -2.678 0.893
*
```


Record 4
The molecule C4H7NO2 in a non-equilibrium geometry, computed with ωB97M-V/def2-TZVPD.

The SMILES is [H]/N=C(\C)OC(C)=O. The HOMO energy comes out at -10.0 eV. As for the HOMO-LUMO gap: 0.4005 hartree. As for the LUMO energy: 0.9 eV. For the calculated total energy, the calculation gives -361.80757 a.u.

Structure (ORCA input):
```
! wB97M-V def2-TZVPD RIJCOSX def2/J DEFGRID3
* xyz 0 1
C 2.360 -0.857 -0.381
C -1.561 1.225 -0.305
C 0.992 -0.348 -0.039
C -1.187 -0.010 0.436
O -0.037 -0.903 -0.567
N -1.730 -0.712 1.284
O 0.768 0.489 0.859
H -2.695 -0.508 1.515
H 3.105 -0.092 -0.178
H 2.568 -1.728 0.243
H 2.394 -1.174 -1.421
H -2.541 1.081 -0.762
H -0.847 1.480 -1.083
H -1.588 2.058 0.400
*
```


Record 5
A structure of composition C14H32P2S4Tc in a non-equilibrium geometry, computed with ωB97M-V/def2-TZVPD.

The HOMO energy (spin up / spin down) comes out at -22.5 / -22.4 eV. As for the HOMO-LUMO gap (spin up / spin down): 0.2146 / 0.2334 hartree. As for the LUMO energy (spin up / spin down): -16.7 / -16.1 eV. As for the expectation value of S²: 0.782. For the calculated total energy, the calculation gives -2907.37151 a.u.

Structure (ORCA input):
```
! wB97M-V def2-TZVPD RIJCOSX def2/J DEFGRID3
* xyz 4 2
Tc -0.001 0.016 0.084
C 3.039 0.655 -1.386
C 2.197 0.386 -2.617
S 0.372 0.427 -2.362
C -0.060 2.189 -2.645
C 0.303 3.110 -1.502
S -0.438 2.451 0.038
C 0.661 3.051 1.373
C 0.410 2.251 2.637
S 0.481 0.421 2.455
C 2.248 -0.020 2.670
C 3.137 0.346 1.500
S 2.453 -0.412 -0.023
H 3.032 1.697 -1.060
H 4.077 0.376 -1.595
H 2.402 -0.616 -3.001
H 2.430 1.094 -3.415
H -1.139 2.189 -2.812
H 0.416 2.500 -3.579
H -0.140 4.098 -1.678
H 1.379 3.245 -1.368
H 0.396 4.100 1.552
H 1.698 3.015 1.032
H -0.594 2.449 3.019
H 1.117 2.527 3.422
H 2.248 -1.102 2.828
H 2.597 0.443 3.598
H 4.131 -0.090 1.649
H 3.256 1.422 1.363
C -3.705 0.708 -0.862
P -2.543 -0.261 0.132
C -3.004 0.143 1.850
C -2.965 -2.022 -0.196
C -1.956 -2.934 0.474
P -0.256 -2.499 -0.079
C -0.024 -3.103 -1.775
C 0.850 -3.520 0.932
H -4.710 0.399 -0.552
H -3.618 0.517 -1.929
H -3.619 1.775 -0.668
H -4.041 -0.166 2.007
H -2.961 1.222 1.989
H -2.385 -0.347 2.601
H -2.981 -2.179 -1.277
H -3.981 -2.207 0.170
H -2.144 -3.988 0.236
H -2.004 -2.840 1.564
H -0.332 -4.152 -1.818
H 1.034 -3.064 -2.034
H -0.594 -2.547 -2.517
H 0.551 -4.561 0.777
H 0.761 -3.308 1.996
H 1.888 -3.429 0.619
*
```


Record 6
A cluster of 2 separate species, C2H7NO3 in total in a non-equilibrium geometry, computed with ωB97M-V/def2-TZVPD.

The SMILES is O=CNCO.O. The HOMO energy comes out at -9.9 eV. As for the HOMO-LUMO gap: 0.3826 hartree. As for the LUMO energy: 0.5 eV. For the calculated total energy, the calculation gives -360.87382 a.u.

Structure (ORCA input):
```
! wB97M-V def2-TZVPD RIJCOSX def2/J DEFGRID3
* xyz 0 1
O 0.212 1.531 -2.171
C 0.774 1.805 -1.136
N 0.973 0.916 -0.134
C 0.794 -0.524 -0.366
O 1.722 -1.246 0.402
H 1.205 2.807 -0.962
H 1.466 1.248 0.683
H 1.029 -0.679 -1.409
H -0.210 -0.806 -0.061
H 1.316 -1.447 1.250
H -3.576 -1.237 0.668
H -2.816 -0.841 1.953
O -2.890 -1.530 1.283
*
```